(1)
A gas-phase ion, C26H49NO5PS (charge +1) at a distorted geometry, computed with the ωB97M-V functional and the def2-TZVPD basis.

```
83
C26H49NO5PS, DFT the ωB97M-V functional and the def2-TZVPD basis
C -0.467 -2.189 2.980
C -1.430 -2.159 2.085
C -1.847 -0.875 1.386
N -1.515 -0.691 -0.075
P -2.102 -2.335 -0.717
S -3.892 -2.858 -0.255
C -2.165 0.555 -0.692
C -2.774 0.303 -2.118
C -2.976 1.215 -3.069
C -3.383 1.287 -0.022
C -4.740 0.493 -0.045
C -3.372 1.885 1.421
C -2.165 2.609 2.034
C -0.906 1.488 -1.011
C -1.099 2.995 -1.252
C 0.427 0.947 -0.293
C 0.762 1.461 1.117
C 2.159 1.071 1.720
C 2.041 0.275 3.055
C 1.631 1.381 -1.179
C 2.344 2.718 -1.002
O 1.578 3.896 -0.717
C 2.422 4.943 -0.391
C 2.055 5.644 0.920
O 3.341 5.252 -1.043
C -0.059 -0.555 -0.443
O 0.823 -1.253 0.457
C 0.383 -1.277 -1.799
O 0.807 -2.603 -1.618
C 2.154 -2.864 -1.977
C 2.231 -4.384 -2.282
O 2.014 -5.175 -1.142
C 3.257 -5.648 -0.596
C 3.018 -5.799 0.924
H 0.110 -3.109 3.087
H -0.208 -1.331 3.600
H -1.952 -3.108 1.947
H -2.932 -0.810 1.534
H -1.488 -0.048 2.008
H -1.158 -3.320 -0.345
H -2.059 -2.336 -2.126
H -3.263 -0.648 -2.374
H -2.825 0.998 -4.126
H -3.366 2.209 -2.831
H -3.620 2.139 -0.670
H -4.772 -0.329 0.674
H -5.460 1.229 0.351
H -5.109 0.260 -1.046
H -3.688 1.094 2.121
H -4.220 2.585 1.454
H -2.534 3.457 2.630
H -1.398 3.017 1.376
H -1.663 1.972 2.779
H -0.661 1.140 -2.028
H -0.764 3.655 -0.448
H -0.455 3.249 -2.107
H -2.101 3.303 -1.556
H 0.724 2.558 1.143
H 0.058 1.172 1.904
H 2.794 0.465 1.062
H 2.724 1.977 1.981
H 1.256 0.674 3.707
H 3.018 0.308 3.556
H 1.876 -0.780 2.807
H 1.381 1.265 -2.247
H 2.402 0.599 -1.040
H 3.138 2.631 -0.241
H 2.909 2.917 -1.926
H 1.852 4.846 1.648
H 2.872 6.299 1.215
H 1.108 6.168 0.732
H 1.729 -1.055 0.183
H -0.380 -1.175 -2.593
H 1.245 -0.759 -2.243
H 2.804 -2.701 -1.098
H 2.503 -2.369 -2.895
H 3.179 -4.573 -2.809
H 1.437 -4.559 -3.027
H 4.041 -4.898 -0.790
H 3.593 -6.584 -1.068
H 1.976 -6.125 1.038
H 3.107 -4.792 1.350
H 3.685 -6.529 1.389
```

The calculation puts the calculated total energy at -59594.5517 eV. The HOMO-LUMO gap comes out at 9.6 eV. As for the multiplicity: 1. As for the energy relative to the best compared isomer or geometry (same formula, charge and spin): 323.45 kJ/mol. As for the SMILES: C=CC[N@@+]1([PH2]=S)[C@@](C=C)([C@@H](C)CC)[C@@H](C)[C@](CCC)(CCOC(C)=O)[C@]1(O)COCCOCC. As for the total charge: +1. The calculation puts the largest force on an atom at 5.65 eV/A. The calculation puts the HOMO energy at -0.44249 hartree.

***

(2)
A molecular structure, C26H4BCl5F4FeN7O2, computed with the ωB97M-V functional and the def2-TZVPD basis.

```
50
C26H4BCl5F4FeN7O2, DFT the ωB97M-V functional and the def2-TZVPD basis
Fe 1.457 -0.660 0.440
Cl 0.515 -2.423 3.579
C 0.314 -0.709 3.378
C 0.846 -0.117 2.251
C 0.613 1.233 2.106
Cl 1.189 1.902 0.553
C -0.061 2.037 3.006
Cl -0.286 3.716 2.715
C -0.552 1.415 4.154
Cl -1.372 2.344 5.336
C -0.379 0.036 4.333
Cl -1.026 -0.727 5.728
N 3.265 -0.304 -0.962
C 3.810 -1.388 -1.075
N 4.429 -2.412 -1.077
C 4.362 -3.648 -1.569
N 4.381 -4.722 -1.976
O 4.042 2.032 -1.330
B 3.296 0.947 -1.712
O 2.485 1.173 -2.793
C 2.739 2.504 -3.119
C 2.184 3.245 -4.130
C 2.618 4.567 -4.224
C 3.560 5.089 -3.341
C 4.113 4.315 -2.320
C 3.670 3.019 -2.244
H 1.454 2.826 -4.808
H 2.213 5.200 -5.003
H 3.871 6.120 -3.448
H 4.844 4.708 -1.627
F -0.916 -0.629 -0.103
C -2.019 -1.392 0.157
C -2.956 -0.846 0.987
F -2.712 0.365 1.487
C -4.170 -1.506 1.268
C -4.321 -2.747 0.607
C -3.359 -3.285 -0.208
F -3.583 -4.488 -0.735
C -2.135 -2.645 -0.457
C -1.070 -3.210 -1.249
C 0.212 -2.810 -0.929
N 1.246 -2.403 -0.564
C -1.246 -4.180 -2.279
N -1.374 -4.947 -3.129
F -5.427 -3.458 0.809
C -5.150 -0.966 2.145
C -6.430 -1.561 2.349
N -7.485 -1.981 2.541
C -4.926 0.217 2.914
N -4.773 1.152 3.570
```

The calculation puts the calculated total energy at -150096.0001 eV. The HOMO-LUMO gap (spin up / spin down) comes out at 7.7 / 5.9 eV. As for the multiplicity: 6. As for the energy relative to the best compared isomer or geometry (same formula, charge and spin): 105.37 kJ/mol. The calculation puts the largest force on an atom at 0.83 eV/A. The calculation puts the HOMO energy (spin up / spin down) at -0.29937 / -0.32134 hartree.

***

(3)
A molecular structure, C26H50BN6Si2TeTi at a distorted geometry, computed with the ωB97M-V functional and the def2-TZVPD basis.

```
87
C26H50BN6Si2TeTi, DFT the ωB97M-V functional and the def2-TZVPD basis
Ti 0.163 -0.531 -0.467
C -4.793 -0.783 -0.677
C -3.405 -1.416 -0.847
C -2.605 -1.316 0.447
C -2.651 -0.723 -1.927
C -3.067 -0.253 -3.165
C -2.007 0.502 -3.643
N -0.992 0.437 -2.776
N -1.374 -0.350 -1.722
B 0.165 1.468 -2.588
N 1.534 0.743 -2.522
C 2.632 1.018 -3.212
C 3.705 0.340 -2.652
C 3.198 -0.341 -1.559
N 1.852 -0.109 -1.484
C 3.954 -1.191 -0.580
C 3.879 -0.591 0.830
C 5.406 -1.371 -1.011
N -0.048 2.146 -1.186
C -0.159 3.429 -0.865
C -0.325 3.551 0.511
C -0.303 2.262 1.013
N -0.119 1.399 -0.026
C -0.498 1.805 2.430
C 0.525 0.742 2.833
C -0.449 2.990 3.394
H -5.331 -1.282 0.132
H -5.394 -0.876 -1.584
H -4.706 0.279 -0.430
H -3.542 -2.463 -1.123
H -2.389 -0.267 0.680
H -1.674 -1.884 0.395
H -3.162 -1.719 1.289
H -4.033 -0.397 -3.630
H -1.919 1.092 -4.547
H 0.158 2.278 -3.468
H 2.589 1.681 -4.069
H 4.734 0.359 -2.990
H 3.492 -2.172 -0.572
H 4.445 0.345 0.872
H 4.302 -1.278 1.565
H 2.857 -0.364 1.131
H 5.937 -0.413 -1.009
H 5.481 -1.807 -2.010
H 5.919 -2.036 -0.315
H -0.114 4.193 -1.632
H -0.451 4.470 1.066
H -1.493 1.362 2.487
H 1.541 1.121 2.723
H 0.425 -0.165 2.245
H 0.381 0.453 3.874
H 0.526 3.487 3.348
H -0.606 2.645 4.416
H -1.225 3.724 3.170
C 2.892 -5.504 -1.288
Si 1.464 -4.797 -2.238
C 1.993 -3.431 -3.403
C 0.547 -6.139 -3.120
C 0.185 -4.010 -1.034
Te 0.988 -2.955 0.671
C 0.116 -4.189 2.182
Si -1.735 -4.488 2.512
C -1.679 -5.930 3.666
C -2.368 -2.946 3.337
C -2.673 -4.959 0.979
H 3.733 -5.697 -1.968
H 2.613 -6.466 -0.836
H 3.257 -4.853 -0.491
H 3.072 -3.239 -3.363
H 1.472 -2.498 -3.200
H 1.753 -3.713 -4.438
H 1.210 -6.664 -3.824
H -0.304 -5.746 -3.691
H 0.169 -6.882 -2.403
H -0.453 -4.778 -0.584
H -0.469 -3.331 -1.587
H 0.564 -3.804 3.105
H 0.619 -5.137 1.965
H -1.060 -5.712 4.545
H -1.266 -6.815 3.167
H -2.685 -6.188 4.023
H -2.191 -3.013 4.418
H -3.449 -2.814 3.195
H -1.860 -2.046 2.971
H -2.397 -5.975 0.665
H -2.528 -4.290 0.129
H -3.748 -4.976 1.213
```

The calculation puts the calculated total energy at -83545.6622 eV. The HOMO-LUMO gap (spin up / spin down) comes out at 7.5 / 7.9 eV. As for the multiplicity: 2. As for the total charge: +2. The calculation puts the largest force on an atom at 1.23 eV/A. The calculation puts the HOMO energy (spin up / spin down) at -0.52635 / -0.52772 hartree.